ORCA calculation (the ωB97M-V functional and the def2-TZVPD basis) on a 40-piece molecular cluster, H80O40 overall in a non-equilibrium geometry.

Properties
- Electronic energy: -83193.59293 eV
- Gap between HOMO and LUMO: 9.4889 eV
- Energy above the lowest of the compared OMol25 structures with the same formula, charge and spin: 281.9 kcal/mol
- Charge: 0

Each atom is followed by the atoms it is bonded to, with distances in Å.
Geometry (Å):
1 O 1.217 6.548 1.926  H91 0.979, H103 1.041
2 O 4.321 0.250 -0.407  H99 1.016, H109 1.066
3 O -1.422 4.863 -3.170  H48 1.034, H118 0.986
4 O 0.661 1.563 -0.247  H59 0.918, H62 0.952
5 O 1.879 -0.939 5.359  H51 0.975, H115 1.001
6 O 1.436 1.921 -4.559  H42 0.953, H75 1.064
7 O -1.613 1.054 2.921  H55 0.898, H63 0.942
8 O 3.430 -2.979 -4.111  H102 0.985, H117 1.007
9 O -0.877 -0.487 1.203  H61 0.996, H69 0.928
10 O -2.510 -5.662 -2.026  H90 0.995, H98 0.844
11 O -0.370 -1.604 -2.422  H46 0.908, H76 0.913
12 O 1.548 -5.101 4.187  H100 1.033, H112 0.986
13 O -2.461 -1.682 -0.792  H65 0.940, H104 1.018
14 O 2.945 3.824 -4.060  H79 0.905, H81 0.917
15 O 1.618 1.706 3.627  H49 0.999, H66 0.993
16 O -4.886 -4.096 -1.014  H85 1.088, H87 0.986
17 O -0.500 -4.854 -3.644  H54 0.912, H93 0.977
18 O -3.577 -0.822 5.552  H67 0.965, H95 0.988
19 O -2.544 0.691 -2.712  H44 0.989, H111 0.949
20 O -6.131 -2.364 1.426  H80 0.963, H101 0.949
21 O 0.644 -2.623 -4.505  H68 0.977, H119 0.963
22 O 5.144 -2.572 1.654  H82 0.905, H107 0.913
23 O -4.706 4.026 2.254  H50 0.941, H72 0.948
24 O -4.382 3.162 -2.136  H83 0.945, H113 1.007
25 O -3.077 1.406 -0.434  H45 0.960, H92 0.980
26 O -2.166 2.896 -4.647  H47 0.929, H116 1.037
27 O 1.733 -3.006 -1.342  H70 0.976, H108 1.005
28 O -1.247 3.306 0.103  H52 1.017, H89 1.013
29 O 2.858 -4.644 1.560  H60 0.981, H74 0.965
30 O 3.653 2.939 0.341  H57 0.932, H58 0.993
31 O 1.578 -1.378 1.600  H71 0.908, H114 0.914
32 O -0.055 -4.489 1.475  H84 0.941, H86 0.939
33 O 4.668 -3.785 -0.753  H73 1.031, H105 1.052
34 O -0.915 4.756 2.152  H96 0.963, H106 0.950
35 O -1.155 3.676 4.691  H53 0.982, H77 0.952
36 O 0.858 4.133 -1.245  H64 0.943, H110 0.936
37 O -3.028 -3.167 1.873  H41 0.988, H56 1.031
38 O 2.775 6.126 -1.199  H78 1.008, H94 0.940
39 O 1.740 -0.095 -1.973  H43 1.029, H97 0.953
40 O 3.009 -3.017 3.265  H88 0.993, H120 0.978
41 H -2.750 -3.993 2.338  O37 0.988
42 H 1.935 2.474 -3.966  O6 0.953
43 H 2.723 -0.185 -1.681  O39 1.029
44 H -3.118 0.867 -3.497  O19 0.989
45 H -2.345 2.008 -0.284  O25 0.960
46 H -1.197 -1.229 -2.425  O11 0.908
47 H -2.782 2.826 -5.338  O26 0.929
48 H -1.995 4.425 -2.430  O3 1.034
49 H 2.043 2.524 4.013  O15 0.999
50 H -5.493 3.566 2.488  O23 0.941
51 H 1.798 -1.458 4.538  O5 0.975
52 H -1.404 3.859 0.942  O28 1.017
53 H -0.276 3.260 4.557  O35 0.982
54 H -0.865 -4.030 -3.786  O17 0.912
55 H -2.383 0.598 3.003  O7 0.898
56 H -2.410 -2.411 2.206  O37 1.031
57 H 3.587 3.832 0.600  O30 0.932
58 H 3.150 2.397 1.004  O30 0.993
59 H 0.863 2.288 -0.773  O4 0.918
60 H 2.193 -4.813 0.859  O29 0.981
61 H -0.935 0.380 0.714  O9 0.996
62 H 1.206 0.866 -0.599  O4 0.952
63 H -1.917 1.893 3.225  O7 0.942
64 H -0.020 4.018 -0.920  O36 0.943
65 H -3.194 -1.191 -1.116  O13 0.940
66 H 1.956 0.981 4.214  O15 0.993
67 H -3.821 -1.260 4.727  O18 0.965
68 H 1.563 -2.315 -4.628  O21 0.977
69 H -0.588 -0.242 2.051  O9 0.928
70 H 0.993 -2.965 -1.977  O27 0.976
71 H 1.123 -1.365 0.814  O31 0.908
72 H -4.074 3.318 2.261  O23 0.948
73 H 5.247 -4.590 -1.037  O33 1.031
74 H 2.560 -5.044 2.386  O29 0.965
75 H 2.004 2.248 -5.397  O6 1.064
76 H 0.042 -0.836 -2.692  O11 0.913
77 H -1.633 2.857 4.771  O35 0.952
78 H 2.315 6.033 -0.307  O38 1.008
79 H 2.712 4.647 -4.356  O14 0.905
80 H -6.232 -2.692 0.526  O20 0.963
81 H 3.597 3.888 -3.419  O14 0.917
82 H 4.278 -2.733 1.448  O22 0.905
83 H -4.964 2.613 -2.638  O24 0.945
84 H 0.548 -3.806 1.715  O32 0.941
85 H -4.406 -4.136 -0.039  O16 1.088
86 H -0.545 -4.226 0.719  O32 0.939
87 H -4.534 -4.992 -1.230  O16 0.986
88 H 2.720 -3.037 2.315  O40 0.993
89 H -0.609 2.584 0.414  O28 1.013
90 H -2.578 -4.897 -1.393  O10 0.995
91 H 0.894 5.826 1.348  O1 0.979
92 H -3.821 1.976 -0.721  O25 0.980
93 H 0.278 -4.783 -4.230  O17 0.977
94 H 2.063 6.173 -1.812  O38 0.940
95 H -2.602 -0.977 5.509  O18 0.988
96 H -0.865 4.445 3.062  O34 0.963
97 H 1.895 0.525 -2.680  O39 0.953
98 H -1.863 -5.663 -2.568  O10 0.844
99 H 4.565 0.653 0.494  O2 1.016
100 H 2.262 -4.553 4.694  O12 1.033
101 H -5.195 -2.207 1.401  O20 0.949
102 H 3.449 -2.679 -3.172  O8 0.985
103 H 1.548 5.966 2.723  O1 1.041
104 H -2.030 -0.922 -0.271  O13 1.018
105 H 4.384 -4.185 0.178  O33 1.052
106 H -1.179 5.655 2.312  O34 0.950
107 H 5.496 -2.472 2.490  O22 0.913
108 H 2.385 -3.770 -1.378  O27 1.005
109 H 3.707 1.122 -0.425  O2 1.066
110 H 0.998 4.198 -2.168  O36 0.936
111 H -3.062 1.014 -1.986  O19 0.949
112 H 1.539 -4.488 3.414  O12 0.986
113 H -4.714 3.985 -1.658  O24 1.007
114 H 1.312 -0.713 2.167  O31 0.914
115 H 1.246 -1.462 5.932  O5 1.001
116 H -1.752 1.945 -4.634  O26 1.037
117 H 2.694 -3.665 -4.102  O8 1.007
118 H -1.375 4.145 -3.845  O3 0.986
119 H 0.024 -2.115 -3.971  O21 0.963
120 H 3.216 -2.063 3.206  O40 0.978